# 1
Below is a cluster of 13 separate species, C22H69N23O14 in total, with properties calculated with ωB97M-V with the def2-TZVPD basis set.

Computed properties:
E_LUMO in Ha: 0.0003
Electronic energy in eV: -86871.479
Total charge: 0
Energy relative to the best compared isomer or geometry (same formula, charge and spin) in kcal per mole: 103.5

```
128
Properties=species:S:1:pos:R:3:forces:R:3:lowdin_charge:R:1
C -2.392 9.883 9.311 -1.4247 -0.7348 -1.3356 -0.29
C -1.894 10.188 7.927 0.9784 2.6533 -0.0012 -0.20
O -0.783 11.134 8.114 0.5512 -0.8652 -0.3649 -0.10
O -1.518 8.932 9.814 0.5121 -0.5108 1.4914 -0.05
H -3.371 9.412 9.224 -0.1639 -0.2818 0.0643 0.12
H -2.576 10.760 9.931 0.4952 0.1959 0.0146 0.12
H -2.585 10.673 7.237 -0.4351 -0.2809 0.1015 0.11
H -1.450 9.307 7.463 -0.1876 0.0256 0.1476 0.12
H -1.042 12.058 8.146 -0.5268 -0.1971 -0.0785 0.07
H -0.782 9.388 10.228 0.2121 -0.0287 -0.0394 0.09
C -3.917 7.450 16.662 1.6909 -3.2806 1.1796 -0.87
O -3.124 6.581 16.937 1.9695 -1.2355 0.2982 0.04
N -3.900 8.158 15.606 1.6590 2.8889 -5.3861 0.17
N -4.989 7.614 17.315 -5.3489 1.1512 4.1194 0.17
H -4.547 8.916 15.446 0.3929 -0.4021 -0.4069 0.12
H -3.356 7.701 14.888 -0.0385 0.9340 -0.3821 0.13
H -5.669 8.253 16.928 -0.2463 -0.4300 0.7798 0.11
H -5.148 7.095 18.167 -0.0956 0.3364 -0.2216 0.13
C -3.391 -2.442 12.895 0.4668 -0.5478 -0.5747 -0.78
O -3.911 -2.971 11.967 -1.5237 -0.9536 -2.8209 0.05
N -3.770 -2.706 14.136 0.0504 0.4581 2.6661 0.16
N -2.299 -1.666 12.784 1.2017 1.2289 0.6474 0.15
H -3.198 -2.270 14.845 -0.7113 -0.4105 0.4997 0.10
H -4.669 -3.120 14.339 0.4339 0.1416 -0.1228 0.12
H -1.955 -1.376 11.880 -0.2826 -0.1345 0.3013 0.11
H -2.062 -1.138 13.612 0.4020 0.2068 -0.5652 0.10
C 7.506 -2.293 9.960 -2.0617 1.3412 -0.1240 -0.82
O 6.916 -1.454 10.571 -1.0860 1.8199 1.2713 0.06
N 7.269 -2.636 8.719 -1.5713 -0.7224 -4.6471 0.15
N 8.471 -3.041 10.401 3.5414 -1.9125 2.0021 0.16
H 7.764 -3.425 8.328 -0.4728 0.3035 -0.2018 0.10
H 6.567 -2.218 8.125 0.0856 0.0141 0.5253 0.12
H 8.932 -3.394 9.574 1.2079 -0.2911 1.1372 0.10
H 9.011 -2.549 11.097 0.3650 -0.5399 0.0488 0.12
C -5.010 3.433 9.210 0.0857 -4.5087 -4.5843 -0.83
O -5.729 3.988 9.910 -3.6573 3.9167 4.6921 0.11
N -5.370 2.418 8.390 -1.4044 -1.8359 -0.5501 0.13
N -3.785 3.653 8.857 5.7703 3.4730 0.7721 0.14
H -4.573 2.064 7.882 -1.4196 -0.8042 -0.4511 0.09
H -6.322 2.078 8.377 0.5459 -0.3215 -0.1048 0.11
H -3.162 2.986 8.426 -0.2652 0.3863 0.2400 0.12
H -3.380 4.507 9.214 0.3857 -0.3211 0.0095 0.12
C -0.004 -1.687 7.163 -3.7108 1.0353 0.5284 -0.83
O -0.927 -0.902 6.976 -0.1954 0.7893 -1.0098 0.01
N -0.208 -2.961 7.192 -1.4949 -4.6638 -0.8868 0.16
N 1.150 -1.334 7.574 4.0672 2.4133 0.8692 0.17
H -1.059 -3.227 6.718 0.1768 -0.4698 0.3962 0.12
H 0.493 -3.650 7.425 -0.3141 0.1595 -0.2822 0.11
H 1.216 -0.338 7.420 1.2556 -0.0547 0.5683 0.13
H 1.872 -2.018 7.750 0.1825 0.8526 -0.1545 0.12
C -8.110 2.729 16.066 -0.7654 -2.7029 3.7788 -0.79
O -8.850 2.169 16.886 0.2678 0.1499 -0.3088 0.00
N -8.536 3.544 15.179 -1.4892 2.5587 -2.7011 0.17
N -6.802 2.544 16.055 3.4663 -0.8326 0.3409 0.15
H -9.527 3.726 15.259 0.3109 0.3899 -0.7702 0.13
H -7.853 3.881 14.516 -1.0234 0.4092 -0.2690 0.12
H -6.149 3.114 15.536 -0.3335 -0.0792 0.0519 0.10
H -6.374 1.952 16.753 -0.4055 0.1114 -0.1418 0.11
C 5.436 8.810 13.636 -3.6824 -0.3945 -3.6339 -0.73
O 4.573 8.885 12.715 1.9561 0.4624 2.1067 -0.02
N 5.740 7.716 14.274 0.6881 -4.4951 1.6369 0.14
N 6.192 9.735 14.168 1.4805 4.2631 0.3389 0.14
H 6.576 7.780 14.837 -0.4605 -0.9238 -0.0374 0.10
H 5.379 6.795 14.068 0.0143 0.4237 -0.2442 0.13
H 5.992 10.712 14.005 0.2598 -0.2572 0.0308 0.12
H 6.811 9.454 14.915 -0.2788 0.9087 -0.2091 0.11
C 1.710 5.689 6.242 -0.4105 -2.6010 2.0869 -0.81
O 1.547 4.858 7.105 -0.9139 -2.4603 0.8707 0.02
N 1.433 5.476 4.958 -0.3544 -0.3043 -1.3423 0.16
N 2.244 6.799 6.602 1.6486 5.2086 -1.2012 0.17
H 0.955 4.592 4.859 -0.0505 0.3798 -0.6965 0.12
H 1.415 6.238 4.295 -0.2564 -0.5958 -0.0846 0.11
H 2.182 7.463 5.843 0.5685 0.8523 0.7271 0.10
H 2.363 7.128 7.549 -0.2479 -0.4945 -0.3024 0.13
C 6.662 -0.772 17.286 1.8138 -0.3450 1.8198 -0.81
O 7.202 -0.771 18.371 1.3258 0.5674 1.3275 0.02
N 5.449 -1.197 17.191 -4.1406 -0.6863 -1.0524 0.17
N 7.306 -0.485 16.162 1.1669 0.6348 -1.1699 0.16
H 4.929 -1.129 18.055 -0.2720 -0.1556 -0.4184 0.13
H 5.017 -1.051 16.290 -0.7231 -0.1526 0.4725 0.11
H 8.285 -0.637 16.362 0.1169 0.2644 -1.0449 0.11
H 6.852 -0.643 15.274 0.6876 -0.1104 0.0352 0.11
C -2.060 -0.702 19.065 0.2753 -3.9177 -1.7286 -0.81
O -1.629 -1.705 18.487 0.1502 0.2433 0.3430 0.01
N -3.094 -0.713 19.850 -3.7522 -1.5964 2.7334 0.15
N -1.652 0.491 18.885 2.7366 4.3583 -1.1421 0.17
H -3.532 -1.616 19.964 -0.0629 0.3270 0.2713 0.12
H -3.342 0.046 20.469 0.0573 -0.4102 -0.1509 0.11
H -0.783 0.565 18.377 -0.2947 0.7681 0.0726 0.13
H -2.220 1.240 19.256 0.8721 0.2510 -0.4587 0.12
C 1.694 2.822 13.192 -0.1250 -3.1838 5.0441 -0.79
O 1.973 2.018 14.091 -0.5189 0.2499 0.4957 -0.01
N 2.497 2.941 12.203 2.3517 1.1006 -4.7911 0.16
N 0.615 3.573 13.192 -2.2490 1.9433 -0.6097 0.17
H 2.019 3.189 11.348 0.7543 0.0683 -0.3923 0.11
H 3.284 2.311 12.146 -0.3735 0.0505 0.0458 0.13
H 0.578 4.313 12.505 -0.2951 0.0015 0.3338 0.11
H -0.044 3.604 13.957 0.4681 -0.2276 -0.1392 0.12
C 9.904 3.724 8.038 1.7843 0.6772 -0.6923 -0.02
C 11.356 4.110 8.558 -0.7028 -0.1093 -0.1403 -0.47
C 11.786 3.045 9.542 1.3684 0.2899 0.5428 -0.15
C 13.259 3.273 10.002 0.1109 -1.3182 -0.7188 -0.17
C 14.189 3.193 8.778 -1.2118 0.6602 0.2307 -0.14
C 13.767 4.236 7.693 1.3656 -0.2668 1.6823 -0.50
N 12.332 4.151 7.413 0.8237 -3.6788 2.0309 -0.14
O 12.056 5.039 6.452 -1.1264 1.9239 -0.8661 0.01
C 14.296 5.629 8.168 -0.0185 0.3306 0.4784 -0.04
C 14.627 3.900 6.483 -0.8210 -0.0931 -0.5915 -0.05
C 11.215 5.439 9.361 -0.3163 -0.2816 -0.3344 -0.03
H 9.217 3.533 8.862 0.0675 0.3201 -0.0533 0.08
H 9.632 4.559 7.392 -0.6732 -0.0035 0.1932 0.07
H 9.930 2.853 7.383 0.2243 -0.1391 0.1527 0.08
H 11.088 2.989 10.377 0.0035 0.4576 0.1799 0.12
H 11.743 2.031 9.145 0.0867 0.0370 -0.5465 0.12
H 13.563 4.179 10.526 -0.8083 0.0598 0.3044 0.10
H 13.496 2.400 10.609 0.2007 0.2229 0.4824 0.10
H 14.171 2.175 8.388 0.0414 0.0347 -0.2595 0.12
H 15.195 3.450 9.109 0.1116 -0.2487 -0.2224 0.11
H 14.435 6.314 7.332 -0.0217 0.0624 0.0074 0.08
H 15.256 5.519 8.672 0.3766 -0.2984 -0.5394 0.08
H 13.786 6.163 8.970 -0.8034 -0.1443 -0.2235 0.07
H 15.674 3.821 6.777 -0.0556 -0.0164 -0.0105 0.09
H 14.523 4.654 5.703 0.0859 -0.0130 -0.0305 0.08
H 14.266 2.954 6.079 0.2296 -0.1105 -0.1082 0.09
H 11.942 5.603 10.156 0.0999 -0.2631 -0.1568 0.07
H 11.241 6.320 8.720 -0.2075 0.0812 -0.0785 0.08
H 10.232 5.370 9.825 -0.0047 0.3822 0.0802 0.08
H 12.189 5.835 6.973 -0.2149 1.4396 -0.7915 0.08
```
Positions in Å, forces in eV/Å.

# 2
Below is a cluster of 2 separate species, C4H12FN2PS in total, with properties calculated with ωB97M-V with the def2-TZVPD basis set.

Computed properties:
E_LUMO in Ha: 0.0317
Electronic energy in eV: -30162.656
Total charge: 0
Energy relative to the best compared isomer or geometry (same formula, charge and spin) in kcal per mole: 57.1

```
21
Properties=species:S:1:pos:R:3:forces:R:3:lowdin_charge:R:1
C -2.331 -1.549 -0.784 -0.8278 0.8273 0.0813 -0.09
N -1.781 -0.257 -0.357 0.8034 -1.0903 -0.7422 -0.33
C -2.730 0.810 -0.108 3.6091 1.3733 0.2303 -0.08
N -0.744 -0.442 0.565 -1.2936 0.6508 0.8718 -0.33
P 0.837 -0.282 0.103 0.1698 -0.8119 0.9204 0.61
F 1.364 -0.217 1.682 -0.3429 0.1250 -1.1065 -0.36
S 1.271 -2.378 -0.196 0.7459 0.4441 -0.3029 0.37
H -1.544 -2.209 -1.098 0.4646 -0.4167 0.4991 0.04
H -3.036 -1.972 -0.046 0.4885 -0.2172 0.0121 0.09
H -2.904 -1.442 -1.694 -0.3785 0.4892 -0.2959 0.07
H -3.380 0.617 0.676 -2.0264 -0.6414 1.1225 0.05
H -2.128 1.677 0.287 -0.3703 -0.7020 -0.4482 0.10
H -3.092 1.161 -1.044 -1.0380 -0.0302 -0.5721 0.07
H -0.948 -0.625 1.551 -0.1794 -0.1656 -0.4038 0.11
H 2.494 -2.095 -0.729 -0.4557 -0.2894 0.1604 -0.21
C 2.843 2.107 0.277 -2.5939 -0.1520 -0.9709 -0.13
C 3.495 0.990 0.105 1.8359 -0.3403 0.0437 -0.16
H 2.781 2.805 1.053 0.9060 0.5185 1.5291 0.04
H 1.908 2.183 -0.270 0.3575 0.5814 -1.0261 0.02
H 3.427 0.434 -0.845 -0.2591 -0.0005 0.8557 0.05
H 4.199 0.683 0.873 0.3849 -0.1521 -0.4578 0.06
```
Positions in Å, forces in eV/Å.

# 3
Below is a structure of composition C39H34F6N5O8S2V, with properties calculated with ωB97M-V with the def2-TZVPD basis set.

Computed properties:
E_LUMO in Ha: -0.2928
Electronic energy in eV: -128474.920
Total charge: +2
Energy relative to the best compared isomer or geometry (same formula, charge and spin) in kcal per mole: 2.0

```
95
Properties=species:S:1:pos:R:3:forces:R:3:lowdin_charge:R:1
V 0.691 1.087 0.416 0.1909 0.0070 0.0193 1.11
N 3.442 2.518 -2.441 -0.0237 0.0040 -0.0405 0.17
C 4.440 1.880 -1.746 0.0195 0.0187 0.0304 -0.01
C 3.865 1.391 -0.612 0.0169 -0.0094 -0.0261 -0.05
N 2.538 1.731 -0.611 -0.1246 0.0133 0.0883 0.06
C 2.314 2.398 -1.728 -0.0122 -0.0003 -0.0060 -0.23
C 0.930 2.731 -1.980 0.0682 -0.0915 -0.0422 -0.22
N 0.042 2.197 -1.150 0.0179 0.0306 -0.0241 0.02
C -1.209 2.610 -1.551 -0.0090 -0.0012 -0.0519 -0.04
C -1.059 3.390 -2.651 0.0241 0.0287 0.0373 0.00
N 0.300 3.456 -2.904 -0.0197 0.0196 -0.0116 0.18
H 3.547 2.948 -3.346 0.0075 0.0061 -0.0023 0.18
H 5.452 1.836 -2.109 -0.0004 0.0065 0.0002 0.14
H 4.320 0.832 0.187 0.0049 -0.0135 -0.0008 0.12
H -2.105 2.299 -1.043 -0.0036 -0.0196 -0.0198 0.12
H -1.779 3.909 -3.258 0.0044 -0.0070 -0.0108 0.14
H 0.729 3.979 -3.652 -0.0037 0.0167 0.0057 0.18
C -3.857 -2.106 -2.150 -0.0356 -0.0189 -0.0212 0.04
C -2.740 -1.089 -2.320 -0.0011 -0.0082 -0.0157 -0.55
C -2.975 -0.222 -3.533 -0.0092 -0.0281 -0.0011 0.04
O -1.472 -1.764 -2.407 0.0842 0.0643 -0.0495 0.00
C -0.897 -1.876 -1.127 0.0083 -0.0342 -0.0496 -0.12
C -1.945 -1.096 -0.228 0.0122 0.0016 0.0440 -0.15
O -2.574 -0.266 -1.176 -0.0135 0.0180 0.0401 0.00
C -1.810 -0.313 1.091 0.0831 -0.0168 -0.0383 -0.24
O -0.863 0.835 0.936 -0.1151 0.0457 0.2116 -0.15
C -3.171 0.293 1.405 -0.0031 0.0104 0.0108 -0.17
C -3.414 1.657 1.357 -0.0340 -0.0007 -0.0085 -0.03
C -4.684 2.146 1.638 0.0106 0.0088 0.0051 -0.04
C -5.712 1.277 1.962 0.0046 -0.0208 -0.0069 -0.05
C -5.465 -0.089 2.022 0.0005 0.0169 0.0057 -0.04
C -4.199 -0.579 1.752 -0.0102 -0.0082 0.0182 -0.01
C -1.255 -1.081 2.269 0.0170 -0.0033 -0.0584 -0.15
C -1.290 -0.457 3.520 0.0080 -0.0067 0.0192 -0.01
C -0.791 -1.109 4.633 -0.0034 -0.0003 -0.0077 -0.05
C -0.261 -2.389 4.512 0.0031 0.0068 -0.0139 -0.04
C -0.234 -3.013 3.276 0.0037 0.0006 0.0174 -0.04
C -0.724 -2.358 2.153 -0.0233 -0.0495 0.0056 0.00
C 0.645 -1.543 -1.167 0.0690 -0.0931 0.0704 -0.21
O 0.863 -0.358 -0.328 -0.1055 0.0690 -0.2318 -0.13
C 1.433 -2.673 -0.523 -0.0605 -0.0419 -0.0263 -0.20
C 1.264 -3.953 -1.047 0.0039 0.0241 0.0225 -0.03
C 1.993 -5.015 -0.539 0.0048 0.0034 0.0176 -0.04
C 2.893 -4.808 0.499 -0.0101 -0.0153 -0.0135 -0.05
C 3.064 -3.535 1.018 0.0034 0.0138 0.0136 -0.05
C 2.341 -2.465 0.504 0.0029 0.0039 0.0612 -0.02
C 1.242 -1.126 -2.512 0.0053 -0.0534 0.0274 -0.11
C 0.621 -0.155 -3.295 0.0106 0.0239 0.0375 -0.03
C 1.182 0.254 -4.494 -0.0304 0.0186 0.0210 -0.06
C 2.389 -0.288 -4.919 0.0171 -0.0063 0.0009 -0.06
C 3.030 -1.231 -4.132 -0.0072 -0.0036 -0.0207 -0.05
C 2.462 -1.650 -2.936 -0.0196 -0.0072 -0.0018 0.01
H -3.955 -2.676 -3.073 -0.0106 -0.0005 0.0044 0.11
H -4.798 -1.594 -1.951 -0.0053 0.0003 0.0036 0.11
H -3.663 -2.818 -1.349 -0.0072 0.0024 -0.0262 0.09
H -2.916 -0.829 -4.435 0.0093 -0.0047 0.0076 0.11
H -2.254 0.589 -3.601 0.0560 0.0056 0.0422 0.07
H -3.975 0.208 -3.471 0.0023 -0.0055 -0.0164 0.11
H -0.933 -2.922 -0.823 -0.0192 0.0041 -0.0037 0.14
H -2.639 -1.886 0.082 0.0170 0.0440 0.0205 0.14
H -2.618 2.355 1.140 0.0072 0.0028 0.0252 0.09
H -4.862 3.213 1.612 -0.0025 0.0017 0.0035 0.12
H -6.700 1.659 2.181 0.0002 0.0033 0.0025 0.12
H -6.257 -0.774 2.293 -0.0017 0.0002 0.0001 0.12
H -4.013 -1.644 1.838 0.0124 0.0071 -0.0027 0.13
H -1.727 0.529 3.622 -0.0022 0.0098 -0.0135 0.13
H -0.821 -0.622 5.598 0.0053 -0.0027 0.0028 0.12
H 0.124 -2.899 5.385 -0.0062 -0.0027 0.0028 0.12
H 0.162 -4.015 3.178 0.0025 0.0009 0.0043 0.12
H -0.714 -2.883 1.208 0.0292 0.0259 -0.0063 0.11
H 0.581 -4.118 -1.874 0.0018 -0.0153 0.0039 0.14
H 1.862 -6.004 -0.956 -0.0037 -0.0006 -0.0012 0.12
H 3.459 -5.638 0.899 0.0015 0.0007 0.0008 0.12
H 3.760 -3.368 1.829 0.0035 -0.0023 0.0007 0.12
H 2.479 -1.481 0.933 0.0046 -0.0294 -0.0227 0.10
H -0.320 0.260 -2.974 -0.0822 0.0271 -0.0150 0.09
H 0.657 0.968 -5.117 0.0057 0.0022 0.0063 0.11
H 2.815 0.006 -5.870 0.0013 0.0075 0.0075 0.11
H 3.966 -1.665 -4.457 -0.0009 -0.0013 0.0007 0.12
H 2.968 -2.402 -2.347 0.0110 0.0208 -0.0114 0.12
F 4.266 2.182 4.252 -0.0153 0.0106 0.0258 0.21
C 3.831 1.687 3.119 -0.0069 -0.0157 -0.0158 -0.68
F 3.843 2.621 2.172 0.0119 0.0032 0.0032 0.15
F 4.586 0.665 2.736 -0.0068 0.0021 -0.0131 0.17
S 2.098 1.083 3.336 0.0178 0.0160 0.0395 0.71
O 1.785 0.605 1.937 0.0178 -0.0139 -0.0558 -0.38
O 2.132 0.056 4.302 0.0165 -0.0033 -0.0018 -0.17
N 1.252 2.317 3.720 -0.0337 -0.0141 -0.0281 -0.24
S 0.406 3.212 2.746 -0.0678 0.0574 0.0721 0.70
O -0.979 3.232 3.043 -0.0043 0.0268 0.0245 -0.20
O 0.766 2.946 1.326 0.0161 -0.0865 -0.1026 -0.37
C 1.086 4.910 3.028 0.0174 0.0074 0.0047 -0.69
F 0.482 5.726 2.181 -0.0109 -0.0100 -0.0049 0.18
F 0.836 5.259 4.270 -0.0034 -0.0056 0.0030 0.20
F 2.389 4.904 2.800 -0.0053 0.0021 -0.0003 0.17
```
Positions in Å, forces in eV/Å.

# 4
Below is a structure of composition C2H3AgFO, with properties calculated with ωB97M-V with the def2-TZVPD basis set.

Computed properties:
E_LUMO (alpha / beta) in Ha: -0.2084 / -0.2599
Electronic energy in eV: -10872.495
Total charge: +1
Expectation value of S²: 2.005
2S+1: 3

```
8
Properties=species:S:1:pos:R:3:forces:R:3:lowdin_charge:R:1
H -0.541 1.083 -0.064 2.0927 -1.3618 3.4110 0.21
O 0.185 0.631 0.738 -1.3323 2.7173 -6.0827 -0.37
C 1.054 0.036 -0.324 0.3417 1.6839 0.6241 -0.18
C 0.288 0.476 -1.526 -0.6161 -5.0410 -1.6704 0.14
Ag -0.334 -0.028 2.445 -1.0897 -1.3054 3.6041 0.91
H 1.097 -1.057 -0.181 0.0889 0.5839 -0.5456 0.14
H 2.020 0.563 -0.273 -0.2083 -0.5283 0.1737 0.13
F -0.333 -0.659 -2.075 0.7231 3.2514 0.4858 0.01
```
Positions in Å, forces in eV/Å.